Record 1
Computed, not measured: a molecular structure, C34H59BCl3N8O9SiW in a non-equilibrium geometry, with ωB97M-V/def2-TZVPD.

The geometry in ORCA input format:
```
! RIJCOSX wB97M-V def2-TZVPD def2/J DEFGRID3
* xyz 2 2
W 0.6404 -0.3998 0.7466
Cl -0.7035 -4.6548 2.9553
Cl -3.3026 -4.5078 1.7269
Cl -0.9665 -4.8704 0.0802
Si -2.2449 0.0365 -1.1266
O -2.3382 -1.8248 1.6667
O -2.8160 0.9820 0.0968
O -2.4488 0.6381 -2.5925
O 2.7586 0.3137 -1.6194
O -0.1655 -2.2019 1.1359
O -0.6434 -0.0965 -0.6162
O -1.0385 0.5126 1.7394
O -2.8498 -1.4426 -1.1101
O 1.0886 -1.8791 -1.2404
N 2.5180 -1.2956 1.0413
N 5.4407 2.1388 1.8758
N 2.6320 1.9244 1.1968
N 4.6179 1.3300 2.6402
N 1.1297 -0.1382 2.8814
N 1.4051 1.6245 0.6358
N 3.5460 -0.4352 1.3127
N 2.2556 0.5908 3.1750
C -1.6237 -4.1116 1.5328
C 2.2293 0.9379 4.4537
C -4.1650 1.3643 0.5704
C -4.9848 -2.5255 -0.7430
C 0.4290 -0.2697 4.0473
C 6.5885 2.1712 2.5189
C 2.8519 3.2212 1.1382
C -0.7918 -1.0887 4.2658
C -2.0050 1.4980 -3.6882
C -0.4792 1.6207 -3.7503
C 0.8850 2.8376 0.2179
C -2.6636 2.8535 -3.5138
C 4.6846 -1.0980 1.2516
C -5.1305 1.4113 -0.6004
C -4.0422 2.7383 1.1920
C 1.7807 3.8329 0.5127
C -3.2178 -3.5862 -2.1253
C -0.0267 -2.3618 -2.0174
C 2.3153 -1.9591 -2.0124
C -0.4192 3.0886 -0.4348
C -3.8897 -2.2794 -1.7620
C -4.5927 0.3414 1.6132
C -4.4480 -1.6383 -3.0251
C 2.6665 -0.6517 -2.6407
C 3.2579 1.5552 -2.1214
C 1.1005 0.4096 5.0435
C 7.7497 2.9726 1.9890
C 3.0582 -2.5480 0.8561
C 5.2887 0.8508 3.7251
C 6.5462 1.3736 3.6874
C -1.4338 -2.5708 1.4574
C -2.5051 0.8258 -4.9507
C 4.4268 -2.4297 0.9568
C 2.3156 -3.8315 0.7004
B 3.3181 0.8855 2.0883
H 1.9861 -4.1760 1.6837
H -2.3860 3.2990 -2.5536
H 7.3408 1.2265 4.4074
H 1.4393 -3.7484 0.0742
H 2.5225 2.0359 -2.7736
H -1.7099 -0.5226 4.0984
H -4.7708 2.1030 -1.3677
H -1.6116 -0.3028 1.8781
H -3.6576 -1.4819 -3.7632
H -5.2015 -2.3004 -3.4531
H -1.6068 1.0045 1.0477
H 1.6541 4.8847 0.3029
H -4.5442 -2.8700 0.1969
H -0.0118 0.7779 -3.2373
H 4.1759 1.3884 -2.6855
H -3.7376 3.4794 0.4469
H 0.7958 0.4954 6.0783
H -0.8018 -1.4234 5.2999
H -5.5659 -1.6235 -0.5423
H -0.7555 2.2501 -1.0098
H -3.9379 -4.2518 -2.6035
H -4.3831 -0.6742 1.2637
H -1.1758 3.3259 0.3133
H -0.1434 1.6223 -4.7887
H 3.4825 2.1961 -1.2768
H 8.0445 2.6185 1.0021
H -0.9086 -2.3933 -1.3982
H -5.0084 3.0448 1.5986
H 5.6230 -0.5880 1.4379
H -0.7888 -1.9651 3.6499
H -3.3183 2.7328 2.0160
H 0.2091 -3.3684 -2.3545
H 2.1913 -2.7121 -2.7871
H 4.8387 0.1561 4.4235
H -0.3242 3.9539 -1.0872
H -0.2103 -1.7091 -2.8738
H 5.1454 -3.2311 0.8464
H -2.8351 -4.0822 -1.2303
H 3.6225 -0.7525 -3.1613
H -4.0537 0.5022 2.5559
H 2.9894 -4.5829 0.2907
H -5.2496 0.4277 -1.0592
H -5.6689 -3.2912 -1.1127
H -3.7501 2.7555 -3.5526
H -2.3889 -3.4198 -2.8248
H -2.0122 -0.1412 -5.0987
H -3.5828 0.6609 -4.8882
H -2.3001 1.4574 -5.8181
H 3.7756 3.6228 1.5331
H 1.9120 -0.3540 -3.3724
H 3.1058 -2.2788 -1.3504
H 3.0181 1.5468 4.8722
H -6.1078 1.7475 -0.2565
H -4.9091 -0.6685 -2.8276
H 8.6079 2.8954 2.6528
H -2.3514 3.5291 -4.3145
H 7.4840 4.0247 1.8872
H -0.1216 2.5388 -3.2869
H -5.6619 0.4245 1.8181
*
```

Values from the calculation:
Orbital gap (alpha / beta) ... 6.28 / 6.69 eV
ΔE to the lowest compared entry with this formula, charge and spin ... 0.000 eV
F_max ... 2.45 eV/Å
HOMO energy (alpha / beta) ... -0.50843 / -0.50856 Eh

Here are the Löwdin charges for atoms 1 to 4, given in e: W 2.04; Cl 0.69; Cl 0.75; Cl 0.74


Record 2
Computed, not measured: 3 unconnected molecules or ions with the total composition C34H59BI2N4O5P in a non-equilibrium geometry, with ωB97M-V/def2-TZVPD.

The geometry in ORCA input format:
```
! RIJCOSX wB97M-V def2-TZVPD def2/J DEFGRID3
* xyz 1 1
I -7.0697 0.4577 -1.1594
I -4.1427 -1.2466 -1.8125
P -2.7215 2.2331 3.6595
O -0.8646 2.0289 -4.6213
O 0.0299 3.2615 -2.9130
O -1.8866 3.2022 4.6845
O -7.0751 3.9631 1.1862
O -7.8200 1.8958 2.0723
N -4.4192 3.4537 1.9446
N 5.6739 -6.2283 -0.6307
N 3.8493 -3.5808 -4.0537
N -3.3810 1.1584 0.7386
C 5.9321 -6.4051 0.6628
C 5.4145 -5.0242 -5.1524
C -4.7973 1.4152 0.5771
C 2.2668 -0.5070 1.4821
C 7.8386 -7.7602 0.2187
C -2.7206 2.3618 -1.8092
C -2.3668 3.1926 -3.0689
C 1.2409 -1.2783 0.6486
C -2.5657 2.3704 0.7685
C -2.5542 3.1891 -0.5510
C -0.7680 4.6982 1.7780
C 3.5806 -3.0335 -5.2368
C 6.4942 -6.8138 -1.4987
C -5.7831 -2.3705 0.4093
C 7.5842 -7.5873 -1.1317
C 0.1561 3.6831 2.4314
C 1.5920 3.9255 1.9201
C 2.3141 1.6704 2.8090
C -0.9697 2.8391 -3.5153
C 1.8134 -2.5024 -0.1165
C -5.6632 0.1483 0.4629
C 4.7525 -4.5591 -4.0258
C 4.1830 -3.4262 -6.4220
C 5.1211 -4.4442 -6.3754
C -2.2663 4.5898 2.0490
C 2.1767 -2.1503 -1.5549
C 2.6500 3.1608 2.7143
C -4.8974 -1.1611 0.2315
C -1.5500 0.8817 3.3838
C 1.9561 1.0120 1.4749
C 3.2787 -1.1004 -1.6666
C 6.9963 -7.1564 1.1380
C -5.2659 2.2404 1.7900
C -2.9098 3.1919 2.0047
B -6.8023 2.7142 1.6696
H 1.6186 3.6502 0.8663
H -0.4529 5.6750 2.1386
H 0.4271 -1.6146 1.2920
H -1.7230 0.3859 2.4375
H 3.1865 1.1501 3.1984
H 1.5146 1.5435 3.5353
H -6.2972 -0.0182 1.3253
H -6.1865 -2.3996 1.4204
H 3.7685 -1.1425 -2.6320
H -0.0832 2.6642 2.1573
H -3.2764 4.0088 -0.5150
H 2.2150 -0.8140 2.5223
H -6.6333 -2.3384 -0.2650
H -1.5738 3.6463 -0.6259
H 2.6851 3.5922 3.7120
H 7.1589 -7.2645 2.2013
H 0.1892 3.8124 3.5086
H -1.0167 1.1071 -4.3958
H 1.7670 5.0001 1.9700
H -3.0718 2.9274 -3.8505
H 6.2584 -6.6528 -2.5448
H -2.5460 5.0590 2.9917
H -1.5480 2.0199 0.9184
H 0.8021 -0.6247 -0.1048
H -3.0221 0.5191 0.0426
H -1.9954 1.5493 -1.7445
H 5.2477 -5.9184 1.3489
H 8.2149 -8.0402 -1.8839
H 6.1414 -5.8211 -5.0720
H -7.5516 1.3630 2.8244
H -0.5476 4.7094 0.7152
H -2.7663 5.1898 1.2838
H -5.2452 -3.2843 0.1918
H 3.9234 -2.9457 -7.3551
H 5.6155 -4.7797 -7.2778
H -7.7698 4.3632 1.7171
H 2.4845 1.5024 0.6614
H -2.4352 4.2522 -2.8564
H -5.2122 1.5939 2.6613
H -0.5110 1.1822 3.4745
H 1.2872 -1.7761 -2.0610
H -4.0030 -1.2346 0.8356
H -1.7522 0.1584 4.1680
H 4.9468 -4.9842 -3.0466
H -4.9987 2.0431 -0.2957
H 4.0465 -1.2970 -0.9193
H 1.0824 -3.3060 -0.1078
H 8.6797 -8.3554 0.5493
H 2.6912 -2.8393 0.4326
H 2.8426 -2.2373 -5.2285
H 2.5359 -3.0532 -2.0331
H 3.6024 3.3197 2.2174
H 3.2669 -0.6625 1.0980
H -4.6643 3.9416 2.8035
H -3.6998 1.9181 -1.9359
H -2.4534 3.9082 4.9951
H 2.8994 -0.1013 -1.4630
H -4.5858 4.0609 1.1394
H 0.8895 1.0858 1.2647
*
```

Values from the calculation:
Orbital gap ... 8.06 eV
F_max ... 3.39 eV/Å
HOMO energy ... -0.39955 Eh

Here are the Löwdin charges for atoms 1 to 4, given in e: I 0.97; I 0.87; P 0.98; O 0.09